This record from the OMol25 dataset describes a 3-piece molecular cluster, C4H9NO2 overall. The level of theory is wB97M-V/def2-TZVPD.

Cartesian coordinates (Å):
1 C -0.61 0.34 -1.75
2 C 0.84 0.11 1.79
3 C -0.38 -0.25 -0.36
4 C 0.53 0.30 0.37
5 N 1.80 2.64 -1.67
6 O 1.56 3.74 -2.32
7 O 2.97 2.39 -1.23
8 H -0.79 1.40 -1.78
9 H 0.40 0.16 -2.11
10 H -1.36 -0.38 -2.23
11 H 1.46 -0.74 2.09
12 H 1.56 0.93 2.17
13 H -0.11 0.19 2.31
14 H -7.72 -11.11 4.76
15 H -1.17 -0.91 0.03
16 H 1.01 1.18 -0.07

## Properties
ΔE to the lowest compared entry with this formula, charge and spin   2.7218 eV
Kohn-Sham gap   3.415 eV
LUMO   4.88 eV
HOMO level   0.0537 Ha
Strongest force on any atom   0.0617 Eh/bohr
2S+1   1
Net charge   -2

***

This record from the OMol25 dataset describes C31H44BrN3OP2Ti as an isolated structure. The level of theory is wB97M-V/def2-TZVPD.

Cartesian coordinates (Å):
1 C -0.15 6.53 -5.47
2 C -0.38 5.20 -5.86
3 C -0.71 4.95 -7.22
4 C -0.84 6.05 -8.09
5 N -0.68 7.31 -7.68
6 C -0.33 7.55 -6.42
7 C -0.36 4.08 -4.93
8 C -1.19 3.17 -4.69
9 C -2.00 2.38 -3.85
10 C -1.01 1.89 -3.03
11 C -1.29 1.55 -1.67
12 C -2.63 1.91 -1.16
13 C -3.62 1.96 -2.15
14 C -3.31 2.28 -3.48
15 Ti 0.14 0.29 -2.94
16 P 2.40 -0.81 -1.57
17 H -0.86 3.94 -7.60
18 H 0.14 6.77 -4.44
19 H -1.09 5.91 -9.14
20 H -0.19 8.59 -6.14
21 H -4.10 2.44 -4.24
22 H 0.07 1.89 -3.39
23 H -4.65 1.72 -1.89
24 H -0.29 1.37 -1.24
25 C 2.45 -2.47 -0.59
26 C 3.22 -3.68 -1.13
27 H 1.40 -2.74 -0.45
28 H 2.83 -2.25 0.42
29 H 3.20 -4.50 -0.40
30 H 2.78 -4.08 -2.05
31 H 4.28 -3.46 -1.31
32 C 2.84 -1.17 -3.39
33 C 3.36 0.05 -4.15
34 H 1.95 -1.55 -3.91
35 H 3.56 -2.00 -3.43
36 H 3.34 -0.17 -5.22
37 H 2.75 0.96 -4.00
38 H 4.39 0.26 -3.85
39 C 3.98 -0.07 -0.98
40 C 5.23 -0.91 -1.11
41 H 3.80 0.18 0.06
42 H 4.07 0.88 -1.51
43 H 6.12 -0.28 -0.96
44 H 5.28 -1.69 -0.35
45 H 5.35 -1.36 -2.10
46 Br -3.05 1.97 0.63
47 P -1.20 -1.52 -2.48
48 C -0.03 -2.76 -3.16
49 C -0.32 -4.20 -3.54
50 H 0.73 -2.78 -2.35
51 H 0.39 -2.29 -4.08
52 H 0.62 -4.69 -3.85
53 H -0.76 -4.80 -2.74
54 H -0.98 -4.25 -4.41
55 C -2.49 -2.35 -1.60
56 C -3.58 -3.05 -2.38
57 H -2.90 -1.49 -1.06
58 H -1.98 -3.01 -0.90
59 H -4.32 -3.41 -1.66
60 H -4.10 -2.40 -3.08
61 H -3.25 -3.94 -2.90
62 C -1.94 -0.80 -4.00
63 C -2.35 -1.63 -5.24
64 H -1.13 -0.11 -4.40
65 H -2.82 -0.27 -3.61
66 H -2.76 -0.90 -5.95
67 H -1.48 -2.10 -5.69
68 H -3.14 -2.37 -5.05
69 N 2.24 2.80 5.03
70 C 1.56 3.33 3.99
71 O 1.18 4.50 3.93
72 C 1.30 2.42 2.84
73 C 1.74 1.08 2.66
74 C 1.36 0.43 1.48
75 N 0.70 1.05 0.50
76 C 0.22 2.27 0.70
77 C 0.52 2.99 1.84
78 H 2.32 3.41 5.84
79 H 2.44 1.82 5.09
80 H 2.35 0.53 3.38
81 H 1.58 -0.65 1.32
82 H -0.52 2.73 0.03
83 H 0.14 4.01 1.92

## Properties
ΔE to the lowest compared entry with this formula, charge and spin   4.0920 eV
Kohn-Sham gap (alpha / beta)   2.833 / 2.824 eV
LUMO (alpha / beta)   -15.22 / -15.23 eV
HOMO level (alpha / beta)   -0.6633 / -0.6633 Ha
Strongest force on any atom   0.0871 Eh/bohr
2S+1   1
Net charge   +4

***

This record from the OMol25 dataset describes a 2-piece molecular cluster, C4H5NO2 overall. The level of theory is wB97M-V/def2-TZVPD.

Cartesian coordinates (Å):
1 C -0.20 -1.16 -0.15
2 C -0.07 -1.53 1.22
3 C -1.61 0.08 0.86
4 C 1.84 1.00 -1.20
5 N -1.20 -0.35 -0.40
6 O -0.86 -0.72 1.81
7 O 2.04 1.03 -0.05
8 H -1.21 1.06 1.22
9 H -2.67 -0.03 1.15
10 H 0.45 -1.39 -1.03
11 H 1.55 0.00 -1.66
12 H 1.93 2.02 -1.77

## Properties
ΔE to the lowest compared entry with this formula, charge and spin   5.1378 eV
Kohn-Sham gap   8.265 eV
LUMO   -0.60 eV
HOMO level   -0.3259 Ha
Strongest force on any atom   0.0843 Eh/bohr
2S+1   1

***

This record from the OMol25 dataset describes C6H16N3RuSe as an isolated structure. The level of theory is wB97M-V/def2-TZVPD.

Cartesian coordinates (Å):
1 C -1.32 1.32 -1.79
2 Ru 0.53 -0.45 -2.00
3 N 1.62 -1.79 -3.15
4 H 0.51 0.45 -3.31
5 H 2.58 -1.45 -3.22
6 H -1.90 0.51 -2.20
7 H -1.24 2.13 -2.51
8 H -0.24 1.09 -1.46
9 H -1.82 1.66 -0.88
10 H 1.67 -2.71 -2.71
11 H 1.29 -1.94 -4.10
12 C 2.22 -0.50 1.05
13 N 0.98 -0.01 1.60
14 C 0.83 0.87 2.66
15 C -0.50 1.03 2.85
16 N -1.15 0.23 1.93
17 C -2.59 0.13 1.77
18 C -0.24 -0.39 1.13
19 Se -0.57 -1.56 -0.28
20 H 3.03 0.01 1.57
21 H 2.28 -0.27 -0.03
22 H 2.31 -1.59 1.17
23 H 1.69 1.29 3.15
24 H -1.05 1.63 3.56
25 H -3.05 0.00 2.76
26 H -3.01 1.04 1.32
27 H -2.84 -0.73 1.13

## Properties
ΔE to the lowest compared entry with this formula, charge and spin   0.0000 eV
Kohn-Sham gap (alpha / beta)   6.557 / 7.772 eV
LUMO (alpha / beta)   -2.60 / -4.39 eV
HOMO level (alpha / beta)   -0.3364 / -0.4470 Ha
Strongest force on any atom   0.0596 Eh/bohr
2S+1   5
Net charge   +1

***

This record from the OMol25 dataset describes C19H14N2O6 as an isolated structure. The level of theory is wB97M-V/def2-TZVPD.

Cartesian coordinates (Å):
1 N -0.72 -0.33 -2.24
2 C -0.32 0.56 -1.68
3 C 0.19 1.72 -0.91
4 C 1.49 1.69 -0.88
5 C 2.10 2.47 -0.20
6 C 1.25 3.41 0.80
7 C -0.16 3.31 0.87
8 C -0.75 2.54 -0.24
9 O -2.14 2.65 -0.19
10 C -2.86 1.78 -0.92
11 C -3.24 0.64 -0.32
12 O -3.98 -0.27 -0.99
13 O -2.61 0.09 0.75
14 C -2.99 -0.83 1.59
15 H -4.11 -1.02 1.45
16 C -2.54 -2.24 1.04
17 O -3.13 -3.36 0.92
18 C -1.12 -2.23 0.51
19 C -0.02 -1.19 0.86
20 C 1.16 -1.33 0.61
21 C 1.51 -2.33 -0.56
22 C 0.48 -3.10 -0.82
23 C -0.70 -3.02 -0.46
24 H -1.51 -3.76 -0.72
25 H 0.90 -3.75 -1.95
26 O 2.93 -2.43 -0.89
27 C 3.73 -1.55 -0.66
28 C 3.48 -0.33 0.53
29 O 4.21 0.21 1.14
30 N 2.21 -0.59 1.10
31 H 1.95 0.17 1.75
32 H 4.69 -1.82 -0.69
33 H 3.76 -0.67 -1.52
34 H -0.40 -0.69 1.65
35 H -2.66 -0.88 2.57
36 H -3.82 2.55 -0.93
37 H -2.48 1.73 -2.10
38 H -0.68 4.13 1.56
39 H 1.78 4.26 1.40
40 H 3.03 2.82 0.06
41 H 2.08 0.98 -1.32

## Properties
ΔE to the lowest compared entry with this formula, charge and spin   12.0452 eV
Kohn-Sham gap   8.286 eV
LUMO   -0.29 eV
HOMO level   -0.3151 Ha
Strongest force on any atom   0.3462 Eh/bohr
2S+1   1

***

This record from the OMol25 dataset describes a 6-piece molecular cluster, C24H64N4O10 overall. The level of theory is wB97M-V/def2-TZVPD.

Cartesian coordinates (Å):
1 O -0.79 1.07 1.47
2 H -1.35 1.49 2.12
3 H -0.70 0.17 1.78
4 O -2.25 1.86 3.60
5 H -3.01 1.51 4.06
6 H -1.96 2.60 4.14
7 C -2.08 -0.18 -1.86
8 O -3.21 -1.04 -2.02
9 C -4.29 -0.79 -1.15
10 C -5.28 -1.92 -1.24
11 N -5.80 -2.23 -2.54
12 C -6.54 -3.48 -2.66
13 C -5.63 -4.78 -2.44
14 O -6.09 -5.81 -3.32
15 C -5.23 -6.87 -3.63
16 H -1.32 -0.51 -2.57
17 H -1.62 -0.30 -0.88
18 H -2.46 0.82 -2.04
19 H -4.75 0.17 -1.38
20 H -4.08 -0.83 -0.08
21 H -6.15 -1.68 -0.63
22 H -4.81 -2.76 -0.73
23 H -5.08 -2.10 -3.23
24 H -6.90 -3.55 -3.69
25 H -7.46 -3.46 -2.07
26 H -5.59 -5.01 -1.38
27 H -4.62 -4.61 -2.83
28 H -4.63 -6.42 -4.41
29 H -5.79 -7.74 -3.97
30 H -4.66 -7.07 -2.72
31 C 4.73 9.13 1.74
32 O 3.84 8.97 2.83
33 C 4.45 8.39 3.97
34 C 3.40 7.85 4.99
35 N 2.73 6.65 4.46
36 C 3.69 5.53 4.17
37 C 2.96 4.18 3.94
38 O 2.40 4.18 2.63
39 C 1.25 3.33 2.45
40 H 4.89 8.17 1.25
41 H 5.65 9.60 2.10
42 H 4.37 9.80 0.96
43 H 4.91 9.21 4.53
44 H 5.19 7.64 3.74
45 H 2.69 8.62 5.29
46 H 3.90 7.60 5.93
47 H 2.19 6.93 3.65
48 H 4.45 5.39 4.94
49 H 4.23 5.67 3.23
50 H 2.25 4.00 4.75
51 H 3.57 3.28 3.90
52 H 0.94 3.40 1.41
53 H 0.54 3.67 3.20
54 H 1.44 2.30 2.74
55 C 1.03 -5.64 -2.31
56 O 0.04 -6.26 -1.56
57 C -1.20 -5.61 -1.87
58 C -1.33 -4.21 -1.31
59 N -1.36 -4.12 0.14
60 C -1.27 -2.73 0.60
61 C -1.07 -2.70 2.11
62 O -0.79 -1.41 2.53
63 C -0.09 -1.28 3.83
64 H 1.91 -6.29 -2.28
65 H 1.38 -4.73 -1.82
66 H 0.83 -5.43 -3.36
67 H -2.04 -6.20 -1.51
68 H -1.41 -5.50 -2.93
69 H -2.22 -3.76 -1.75
70 H -0.49 -3.59 -1.64
71 H -2.10 -4.71 0.48
72 H -2.15 -2.09 0.51
73 H -0.49 -2.21 0.04
74 H -0.31 -3.45 2.34
75 H -2.01 -2.97 2.59
76 H 0.01 -0.24 4.14
77 H 0.92 -1.66 3.70
78 H -0.52 -1.90 4.61
79 C 0.38 2.06 -3.96
80 O 0.58 1.04 -3.02
81 C 1.11 1.59 -1.76
82 C 1.39 0.44 -0.70
83 N 2.58 -0.41 -0.95
84 C 2.36 -1.29 -2.05
85 C 3.37 -2.39 -2.18
86 O 4.68 -2.09 -2.78
87 C 5.49 -1.18 -2.10
88 H -0.45 2.71 -3.69
89 H 0.10 1.53 -4.88
90 H 1.23 2.71 -4.14
91 H 0.40 2.28 -1.29
92 H 2.00 2.20 -1.93
93 H 0.62 -0.30 -0.49
94 H 1.59 0.95 0.24
95 H 3.32 0.21 -1.25
96 H 2.26 -0.69 -2.96
97 H 1.37 -1.74 -1.99
98 H 3.02 -3.18 -2.84
99 H 3.51 -2.91 -1.23
100 H 5.27 -0.13 -2.26
101 H 6.49 -1.40 -2.47
102 H 5.54 -1.40 -1.04

## Properties
ΔE to the lowest compared entry with this formula, charge and spin   0.0000 eV
Kohn-Sham gap (alpha / beta)   1.913 / 8.969 eV
LUMO (alpha / beta)   2.28 / 2.27 eV
HOMO level (alpha / beta)   0.0133 / -0.2463 Ha
Strongest force on any atom   0.0535 Eh/bohr
2S+1   2
Net charge   -1